No. 1
Here is C30H26GeN3O4RhS2 as an isolated structure from the Open Molecules 2025 dataset. Energies are from wB97M-V/def2-TZVPD.

```
! RIJCOSX wB97M-V def2-TZVPD def2/J DEFGRID3
* xyz 1 2
Rh -0.25385 -0.72707 0.83660
O -1.46442 0.83685 -0.25876
N -2.77680 0.73773 -0.31457
C -3.47813 1.78802 -0.79496
C -4.84067 1.74383 -0.89694
C -5.51749 0.58706 -0.50322
C -4.79748 -0.47053 -0.00515
C -3.40342 -0.38978 0.09944
S -2.48329 -1.68298 0.74098
H -2.88961 2.64322 -1.08903
H -5.37407 2.59964 -1.28198
H -6.59308 0.52428 -0.58841
H -5.27074 -1.38273 0.32809
C 3.53027 -4.68302 5.29332
C 2.59243 -3.56413 4.94339
C 1.78939 -3.63802 3.80411
C 0.92711 -2.60852 3.48273
C 0.88429 -1.48195 4.28944
C 1.65611 -1.38986 5.43537
C 2.49994 -2.43799 5.75925
S -0.16361 -0.13786 3.83290
O -1.39944 -0.67656 3.32728
O -0.23950 0.83921 4.87386
N 0.61117 0.42242 2.46463
C 0.80141 1.69769 2.11210
C 0.70606 2.85243 2.88920
C 0.93069 4.08171 2.31313
C 1.26125 4.17608 0.94896
C 1.40654 3.04752 0.21440
N 1.16957 1.82188 0.78563
H 3.89596 -5.18163 4.39699
H 3.02156 -5.42752 5.90888
H 4.38281 -4.31146 5.85922
H 1.84646 -4.51712 3.17413
H 0.26393 -2.68021 2.62584
H 1.58804 -0.50302 6.05197
H 3.09791 -2.38424 6.65997
H 0.44948 2.74834 3.93230
H 0.85382 4.97521 2.91668
H 1.41354 5.13567 0.47797
H 1.67893 3.03373 -0.83063
O 1.76570 0.40565 -0.93552
C 1.09553 0.65966 0.00180
Ge 0.61325 -2.61662 -0.46224
C -0.72934 -4.12139 -0.42112
C -0.69556 -4.95872 0.69015
C -1.79690 -5.74737 1.00594
C -2.92237 -5.72062 0.19799
C -2.93933 -4.92729 -0.94080
C -1.84332 -4.13658 -1.25542
C 1.42926 -2.86986 -2.26336
C 2.76359 -3.25907 -2.28383
C 3.41062 -3.43879 -3.49935
C 2.72176 -3.23920 -4.68627
C 1.38909 -2.85315 -4.66660
C 0.74072 -2.66861 -3.45317
H 1.75465 -3.24986 0.39029
H 0.18877 -4.99214 1.31728
H -1.77571 -6.37386 1.88905
H -3.78203 -6.32967 0.44547
H -3.81162 -4.91381 -1.58265
H -1.86608 -3.52980 -2.15280
H 3.30157 -3.42277 -1.35772
H 4.45007 -3.73984 -3.51420
H 3.22623 -3.39156 -5.63159
H 0.85473 -2.70244 -5.59553
H -0.29795 -2.36241 -3.44690
*
```

The energy above the lowest of the compared OMol25 structures with the same formula, charge and spin comes out at 332.4 kJ/mol. Its expectation value of S² is 0.81. The calculation puts the HOMO energy (spin up / spin down) at -10.764 / -10.798 eV. The LUMO energy (spin up / spin down) comes out at -0.192 / -0.174 hartree.

---

No. 2
Here is C30H26N3PPtSe3Te as an isolated structure from the Open Molecules 2025 dataset. Energies are from wB97M-V/def2-TZVPD.

```
! RIJCOSX wB97M-V def2-TZVPD def2/J DEFGRID3
* xyz -2 1
Pt 1.13584 -1.79836 -1.14048
Se 3.30393 -0.75581 -0.95697
Se 4.09228 -1.16212 -3.13375
Te 3.29669 0.70459 -4.66231
Se 0.90613 0.33947 -5.20729
C -1.85429 -2.00820 -2.19394
N -0.64466 -2.71803 -1.81854
C -0.44235 -3.89513 -2.30820
C 0.84870 -4.47229 -2.18637
C 1.40117 -5.72462 -2.47337
C 2.75975 -5.61821 -2.15994
C 2.97133 -4.30384 -1.71311
N 1.82453 -3.62192 -1.73415
C -2.76725 -1.66148 -1.04427
C -3.06663 -0.33691 -0.75301
C -3.98014 -0.02218 0.24152
C -4.58595 -1.03126 0.97827
C -4.27651 -2.35828 0.70946
C -3.37793 -2.66674 -0.30240
H -2.41804 -2.62718 -2.90441
H -1.55031 -1.09973 -2.71840
H -1.23557 -4.40940 -2.85334
H 0.87490 -6.58731 -2.85471
H 3.51490 -6.38339 -2.26005
H 3.88804 -3.82405 -1.40718
H -2.55504 0.44390 -1.30131
H -4.19713 1.01613 0.46079
H -5.28750 -0.78235 1.76660
H -4.73676 -3.15289 1.28579
H -3.13407 -3.70264 -0.51475
N 0.17551 -0.25143 -0.26770
P 0.49414 1.01481 0.50585
C -1.01575 1.77017 1.24680
C -1.55570 2.98379 0.83699
C -2.68574 3.50408 1.46271
C -3.27614 2.82136 2.51514
C -2.74759 1.60209 2.92660
C -1.63458 1.07995 2.28992
C 1.21125 2.43351 -0.41039
C 0.90594 2.45518 -1.76902
C 1.32335 3.50954 -2.56904
C 2.06609 4.54427 -2.02097
C 2.40875 4.51133 -0.67494
C 1.98344 3.46152 0.12653
C 1.48174 0.88869 2.06901
C 2.09934 -0.32984 2.32862
C 2.81662 -0.52280 3.50296
C 2.90878 0.49647 4.43909
C 2.26596 1.70666 4.20626
C 1.55100 1.89499 3.03237
H -1.08879 3.52990 0.02591
H -3.09748 4.44962 1.12896
H -4.14977 3.23138 3.00907
H -3.21385 1.05280 3.73625
H -1.23107 0.12053 2.59389
H 0.38337 1.61368 -2.21287
H 1.10140 3.48339 -3.62820
H 2.41171 5.35737 -2.64917
H 3.02297 5.29772 -0.25014
H 2.27656 3.43923 1.16769
H 1.99101 -1.13146 1.60560
H 3.30279 -1.47418 3.68245
H 3.46848 0.34665 5.35549
H 2.31450 2.49965 4.94411
H 1.02370 2.82962 2.87401
*
```

The energy above the lowest of the compared OMol25 structures with the same formula, charge and spin comes out at 0.0 kJ/mol. The calculation puts the HOMO energy at -0.525 eV. The LUMO energy comes out at 0.155 hartree.